142
Properties=species:S:1:pos:R:3:forces:R:3 method="wB97M-V/def2-TZVPD" total_energy_ev=-90184.8882 s_squared=0.75 homo_lumo_gap_ev="7.913 / 7.955" total_charge=0 e_homo_ev="-7.960 / -8.001" multiplicity=2
C 1.859337 3.721264 0.439370 -0.61 -0.94 0.95
C 1.858141 2.219241 -0.297982 -0.43 1.86 2.05
C 2.925920 1.315960 0.572895 0.01 -1.09 -0.88
C 0.304878 1.700750 -0.233662 0.76 -0.14 0.74
C 0.241825 0.200072 -0.888145 0.27 -0.19 -0.29
C 0.249317 -0.850611 0.390000 -1.68 1.18 0.34
O 0.701352 -2.208164 0.070773 3.23 0.65 1.95
C 2.015634 -2.520895 0.664032 4.39 -0.96 1.10
C 3.276291 -3.038609 -0.306127 0.98 0.17 3.87
C 4.765297 -3.387696 0.361429 -2.18 1.13 2.78
C 5.097174 -3.202539 1.986538 -4.76 1.06 -1.53
C 3.859160 -2.698320 2.935614 -0.68 -0.36 -4.05
C 2.391294 -2.391159 2.274305 1.57 -0.47 -1.70
P -1.546908 0.030902 -1.644217 -1.08 -1.64 0.85
O -1.656846 -1.459325 -2.599018 2.38 1.45 1.41
I -2.049773 1.837131 -3.226371 0.62 -0.26 -0.25
C 1.328065 -0.118373 -2.056052 0.18 -0.64 -0.70
C 2.304604 1.097774 -2.518378 1.15 -0.91 -2.93
C 1.955531 1.476118 -4.110447 0.32 -1.27 -0.29
C 3.864876 0.496467 -2.584906 -0.11 1.05 -0.26
N 2.204661 2.386678 -1.755854 -2.21 0.09 -0.34
O 1.463909 3.321318 -2.375787 1.81 -1.74 1.66
H 1.123434 4.478680 -0.063823 1.74 -1.47 0.71
H 2.945359 4.121971 0.609730 -2.10 -0.64 -0.66
H 1.415927 3.516202 1.528560 0.98 0.43 -2.25
H 2.703373 1.369416 1.721110 0.29 0.10 -2.26
H 4.041362 1.631567 0.373255 -2.31 -0.36 0.38
H 2.863299 0.165293 0.262507 0.13 2.47 0.70
H -0.389967 2.497123 -0.734137 1.38 -1.60 0.69
H -0.000219 1.677019 0.918761 0.56 -0.20 -2.46
H 0.795183 -0.332495 1.285781 -0.64 -1.34 -1.78
H -0.892067 -0.951348 0.726274 2.35 0.13 -0.67
H 3.176000 -3.206552 -1.460222 0.00 0.41 2.53
H 5.683490 -3.790958 -0.281401 -2.49 1.05 1.27
H 6.142968 -3.409794 2.470041 -2.26 0.39 -1.26
H 3.960665 -2.521663 4.111046 -0.21 -0.51 -2.96
H 1.530294 -2.001413 3.003277 2.13 -1.03 -1.80
H -0.790541 -1.953133 -2.500037 -1.26 0.68 -0.29
H 0.706230 -0.440901 -3.023144 1.44 0.75 1.96
H 2.035349 -1.055932 -1.840547 -1.73 2.07 -0.04
H 2.642428 2.331295 -4.531746 -1.50 -1.62 1.03
H 2.213850 0.488731 -4.729964 -0.51 2.07 1.33
H 0.819087 1.679001 -4.295317 2.28 -0.10 0.55
H 4.620654 1.406559 -2.717729 -1.65 -2.00 0.39
H 3.967786 -0.131367 -3.589553 -0.30 1.17 2.50
H 4.132941 -0.109923 -1.620834 -0.47 1.04 -1.91
C 0.556157 -4.383505 5.653875 0.28 0.03 0.04
O 1.116258 -3.093043 5.849377 -0.45 0.00 -0.19
C 0.184270 -2.035284 5.591305 0.30 0.34 0.48
C -0.129469 -1.278324 6.891310 -0.17 -0.71 -0.22
N -0.928116 -2.105286 7.802053 0.21 0.22 -0.04
C -1.057962 -1.532800 9.146991 0.12 -0.42 0.01
C 0.226059 -1.431254 9.992025 -0.47 -0.09 0.40
O 0.773170 -2.699064 10.360971 0.12 0.53 -0.38
C 1.668633 -3.253457 9.406634 -0.12 -0.24 0.33
H 1.353076 -5.122760 5.769983 -0.04 0.19 -0.01
H -0.214784 -4.588051 6.401067 -0.15 -0.09 -0.09
H 0.139464 -4.477990 4.646389 -0.06 -0.05 0.06
H -0.731292 -2.398281 5.106564 0.11 -0.09 0.21
H 0.673654 -1.346538 4.895257 -0.03 0.07 0.04
H -0.685802 -0.365933 6.651210 0.01 -0.06 0.05
H 0.820812 -0.995210 7.351940 0.18 0.18 -0.16
H -0.494819 -3.022840 7.885333 -0.12 0.26 -0.06
H -1.768829 -2.169468 9.688405 0.15 0.14 0.03
H -1.521250 -0.541954 9.071981 0.12 -0.03 -0.05
H -0.046573 -0.941376 10.936233 0.03 -0.12 -0.12
H 0.986552 -0.791783 9.532658 0.07 -0.14 -0.15
H 2.217506 -2.487452 8.850154 -0.13 -0.02 -0.02
H 1.125481 -3.906699 8.720667 0.15 0.04 -0.23
H 2.390860 -3.875013 9.942024 -0.07 0.10 0.03
C -7.938797 2.734176 0.689628 0.10 0.31 -0.11
O -7.273425 3.835052 1.291768 -0.15 -0.45 0.24
C -6.991069 3.624445 2.681006 0.52 0.43 -0.02
C -5.473044 3.542760 2.905419 -0.49 -0.47 -0.37
N -4.923898 2.304485 2.343039 0.10 0.27 0.09
C -3.456966 2.277620 2.313975 -0.21 -0.11 -0.40
C -2.756216 3.285523 1.383284 0.30 -0.48 -0.01
O -2.993060 3.046159 -0.005745 -0.06 0.39 0.58
C -4.162399 3.669935 -0.519082 0.17 -0.19 -0.29
H -8.206503 3.014564 -0.332514 0.08 0.06 0.14
H -7.282165 1.861558 0.646536 -0.11 -0.19 0.04
H -8.856192 2.489368 1.233730 0.03 -0.10 -0.01
H -7.504437 2.739583 3.079082 0.16 0.01 -0.21
H -7.377152 4.497254 3.217193 0.03 -0.04 0.01
H -5.266001 3.573416 3.980503 0.02 -0.03 -0.06
H -5.017535 4.420087 2.438324 -0.08 0.27 0.10
H -5.264929 2.191327 1.390422 0.07 0.03 0.26
H -3.170950 1.267762 1.994313 0.08 0.15 -0.02
H -3.075558 2.401418 3.334387 -0.07 0.10 -0.05
H -1.674757 3.157798 1.524609 -0.13 0.01 -0.04
H -2.970858 4.326115 1.646700 -0.19 0.00 -0.08
H -4.394941 4.610818 -0.010795 0.00 -0.12 0.08
H -5.009501 2.983794 -0.456498 -0.20 0.20 0.03
H -3.995130 3.882044 -1.578148 0.07 -0.04 0.11
C 9.734538 3.227290 -6.561962 -0.24 0.01 -0.24
O 9.201555 2.246934 -7.440629 0.41 -0.07 0.33
C 9.896295 0.995501 -7.367757 -0.55 -0.34 -0.22
C 8.971116 -0.090210 -6.796171 0.32 0.63 0.31
N 8.708432 0.138932 -5.371515 -0.13 -0.14 -0.23
C 7.650068 -0.720220 -4.828208 -0.04 0.44 0.11
C 6.223356 -0.498859 -5.365420 -0.03 -0.15 0.54
O 5.664077 0.766664 -5.007017 0.35 -0.36 -0.66
C 5.966814 1.820764 -5.911002 -0.18 0.13 0.30
H 9.219531 4.172579 -6.752370 0.01 -0.18 -0.05
H 9.564286 2.946301 -5.519588 0.18 0.05 0.11
H 10.803919 3.372150 -6.743706 0.00 0.00 0.11
H 10.829002 1.071712 -6.793960 -0.24 0.07 0.07
H 10.163099 0.722639 -8.393775 0.00 -0.02 0.05
H 9.444689 -1.069685 -6.922538 -0.04 0.05 0.04
H 8.042022 -0.076149 -7.372328 0.02 -0.06 -0.29
H 8.433825 1.109829 -5.235362 0.10 -0.26 -0.06
H 7.633696 -0.545861 -3.745095 -0.12 -0.07 -0.14
H 7.931710 -1.770166 -4.970794 -0.02 0.08 -0.10
H 5.579273 -1.251191 -4.891088 0.07 0.10 -0.01
H 6.143970 -0.674547 -6.442973 0.08 0.18 -0.05
H 6.081739 1.471102 -6.941644 0.09 -0.02 0.10
H 6.866860 2.345632 -5.584319 0.09 0.07 -0.24
H 5.143816 2.539312 -5.880142 -0.01 -0.12 0.03
C -9.497762 -0.944895 -0.707890 0.26 -0.06 0.23
O -8.527173 -1.906305 -0.319465 -0.39 -0.01 -0.36
C -8.587644 -3.106952 -1.099752 0.68 -0.16 0.10
C -7.310516 -3.255280 -1.941402 -0.59 0.54 -0.04
N -7.268256 -2.255921 -3.014085 0.08 -0.20 0.17
C -5.972639 -2.191378 -3.700139 -0.12 0.45 0.17
C -4.767718 -1.698408 -2.876579 0.09 0.07 -0.73
O -4.861113 -0.326806 -2.485708 -0.09 -0.55 0.32
C -5.548791 -0.109723 -1.260989 0.16 0.26 -0.30
H -9.452367 -0.110104 -0.003532 0.07 -0.15 -0.02
H -9.284549 -0.562472 -1.709278 -0.19 0.02 -0.11
H -10.504343 -1.372960 -0.674043 -0.01 0.06 -0.09
H -9.488605 -3.150079 -1.725374 0.18 0.19 0.01
H -8.638720 -3.940706 -0.392224 0.00 0.01 -0.04
H -7.283900 -4.257920 -2.381425 0.01 0.07 -0.01
H -6.453241 -3.146514 -1.271612 0.03 -0.20 0.22
H -7.468883 -1.337902 -2.622195 0.05 -0.28 -0.08
H -6.103916 -1.508009 -4.548419 0.14 -0.08 0.11
H -5.742316 -3.175405 -4.125204 -0.01 0.02 0.14
H -3.884953 -1.760597 -3.526727 -0.19 0.06 0.16
H -4.550879 -2.340018 -2.016575 -0.12 0.09 0.12
H -5.429714 -0.940546 -0.558671 -0.06 0.00 -0.09
H -6.607120 0.076165 -1.455088 -0.15 -0.10 0.21
H -5.140766 0.793227 -0.799702 0.14 -0.06 -0.07